<1>
The following is a DFT calculation (wB97M-V/def2-TZVPD) of a cluster of 10 separate species, H21O10 in total.

Structure (XYZ):
```
31
Properties=species:S:1:pos:R:3
O 23.48600 39.10000 13.76100
O 27.63100 38.91700 13.83900
O 28.24800 41.45800 9.38000
O 25.27700 39.77300 11.42700
O 22.45600 39.50900 10.13700
O 25.57500 41.96400 9.46100
O 22.52600 41.70500 12.21500
O 25.44900 38.71100 8.95900
O 26.40200 42.07300 12.49400
O 28.31800 39.27700 11.19400
H 28.04200 39.12500 12.86900
H 21.78400 41.34700 11.76500
H 25.87000 40.71100 11.61000
H 22.96300 42.27500 11.60800
H 25.06300 38.84800 8.07800
H 23.70500 39.16800 14.64200
H 21.98400 40.05900 9.54900
H 28.79900 41.93400 8.65100
H 27.25700 41.75800 12.45400
H 26.12600 38.03800 8.96600
H 26.40000 42.84900 13.06900
H 27.50700 39.79200 14.43500
H 28.64400 39.81100 10.58100
H 25.56400 39.57000 10.39700
H 25.90700 42.95100 9.80200
H 28.89300 38.50300 11.14000
H 25.98200 41.55900 8.65100
H 22.51600 39.17200 13.62900
H 27.35900 41.82600 9.57800
H 21.83500 39.16500 10.62600
H 24.33200 39.94000 11.62500
```

Values from the calculation:
E_LUMO, eV: -3.2
Orbital gap, eV: 9.869
Total charge: +1
E_HOMO, eV: -13.04

=====

<2>
The following is a DFT calculation (wB97M-V/def2-TZVPD) of a structure of composition H21O10.

Structure (XYZ):
```
31
Properties=species:S:1:pos:R:3
O -3.10051 -0.30781 -1.32563
O 2.20820 -0.28531 -1.05290
O -1.04359 0.19761 3.48202
O 2.79798 -0.09686 2.42407
O -1.87104 -2.16630 1.53145
O -1.42925 -0.15586 -3.05137
O 0.98218 1.52280 -1.94791
O 1.76452 2.99288 1.32788
O -0.78282 0.10418 0.76132
O 0.25742 -1.66575 -2.21608
H 1.98162 0.26850 -0.32226
H -1.13262 0.78932 -3.01854
H -0.83924 0.21212 1.81324
H -0.51277 0.93303 3.71821
H -1.69036 -3.09424 1.78333
H 1.04139 -1.28769 -1.78069
H 0.04714 0.29474 0.42826
H -0.62763 -0.81257 -2.49497
H 1.68583 3.01547 2.31255
H 3.76308 -0.08708 1.89286
H -2.75136 -2.30098 2.00167
H 0.96654 3.28288 0.89932
H 1.80657 1.85142 -1.48580
H 2.35241 -0.89242 2.02828
H -3.90021 0.26253 -1.64423
H -3.25014 -0.55765 -0.40437
H -2.13015 -0.32996 -2.15530
H 1.66887 0.96348 -2.62738
H -0.38051 -0.58386 3.28038
H 3.22116 -0.64148 -0.81394
H 0.41557 -2.40224 -2.87357
```

Values from the calculation:
E_LUMO, eV: -3.1
Orbital gap, eV: 10.434
Total charge: +1
E_HOMO, eV: -13.58

=====

<3>
The following is a DFT calculation (wB97M-V/def2-TZVPD) of a structure of composition H21O10.

Structure (XYZ):
```
31
Properties=species:S:1:pos:R:3
O 2.82546 -0.82198 0.84954
O -2.69816 -0.28300 1.23327
O -1.62454 -1.41950 -0.54253
O 0.87201 1.80631 3.08800
O -1.89480 2.24086 0.39271
O -0.44176 -0.69499 2.40549
O 0.91687 1.09472 -3.61384
O 0.69626 -2.48413 0.24677
O -1.17180 0.76747 -1.93771
O 1.85643 -0.48344 -1.53443
H -0.29438 1.14734 -2.07241
H -1.37530 0.68577 -2.87876
H 1.03342 0.43640 -4.30766
H 0.69407 2.66490 3.47833
H 1.25377 -2.96274 0.87294
H -3.51354 -0.15392 0.72681
H -1.12939 -2.22462 -0.27602
H -1.78869 -0.70374 0.46224
H 3.49856 -1.21292 1.40887
H 0.79110 -1.63521 0.71052
H -1.44534 1.78818 -0.33082
H 1.73564 -0.79541 -2.43100
H -0.57179 -0.92747 3.32499
H 3.20142 -0.30639 0.13153
H -2.35022 0.58898 1.47692
H -0.96673 -0.87864 -1.04449
H 0.29305 1.64491 2.34240
H 1.75593 1.56448 -3.58108
H 0.41804 -0.25391 2.41090
H -2.19516 3.03213 -0.05389
H 1.61952 -1.22045 -0.95758
```

Values from the calculation:
E_LUMO, eV: -2.8
Orbital gap, eV: 11.509
Total charge: +1
E_HOMO, eV: -14.32

=====

<4>
The following is a DFT calculation (wB97M-V/def2-TZVPD) of a cluster of 10 separate species, H21O10 in total.

Structure (XYZ):
```
31
Properties=species:S:1:pos:R:3
O -2.12873 0.15691 3.03982
O 1.15181 1.36740 2.83481
O -0.62543 -1.20071 -0.78069
O -0.53059 -3.51941 0.86621
O 0.48658 0.22320 0.84146
O -0.76734 1.90692 -0.41273
O 1.56156 3.32792 -1.50703
O -2.19935 0.73085 -2.55255
O 2.58954 0.60871 -0.78221
O 0.46250 -3.33610 -1.59840
H -0.27021 -3.92823 -1.90532
H -0.96751 2.74910 0.00750
H -1.60315 0.16161 -2.25189
H -0.24019 0.89442 0.52120
H -1.07364 -1.52037 -0.01238
H 1.07215 1.10771 3.78228
H 0.75160 3.27195 -1.05647
H 0.66551 -3.39567 -0.70068
H -0.21590 -1.90102 -1.24074
H 0.16266 -3.89243 1.52777
H 2.09476 1.40823 2.72096
H -2.20968 0.51125 -3.40952
H 0.82418 0.94256 1.39246
H -1.28632 -4.17285 0.91642
H 1.45390 3.15642 -2.49227
H 1.12971 0.58406 0.03255
H -2.26032 -0.03623 2.12004
H -2.85577 -0.47321 3.45640
H -1.49747 1.41672 -0.81727
H 3.23727 -0.10782 -0.71504
H 3.08412 1.09831 -1.46549
```

Values from the calculation:
E_LUMO, eV: -2.9
Orbital gap, eV: 11.346
Total charge: +1
E_HOMO, eV: -14.20

=====

What is the stability order? It is <3>, <4>, <1>, <2>, from most stable to least stable.

=====

<1>
The following is a DFT calculation (wB97M-V/def2-TZVPD) of the molecule C3H7NOS2.

Structure (XYZ):
```
14
Properties=species:S:1:pos:R:3
S 1.98125 -0.40376 0.53192
S 0.33412 1.85444 -0.17508
O -1.66671 -0.16376 -0.88260
N -0.46753 -0.73728 -0.58265
C 1.77354 -2.26035 0.14000
C -1.19263 2.51814 0.58837
C 0.41805 0.17076 -0.18542
H -1.96080 -1.15177 -1.30076
H -2.06792 1.74828 0.19192
H -0.98414 3.62554 0.10641
H 1.01725 -2.07154 -0.82644
H 2.82924 -2.90089 -0.19343
H -1.17663 2.60735 1.82401
H 1.16291 -2.83516 0.76374
```

Values from the calculation:
E_LUMO, eV: 0.5
Orbital gap, eV: 8.949
SMILES string: CSC(=NO)SC
Total charge: 0
E_HOMO, eV: -8.50

=====

<2>
The following is a DFT calculation (wB97M-V/def2-TZVPD) of the molecule C3H7NOS2.

Structure (XYZ):
```
14
Properties=species:S:1:pos:R:3
S 0.59980 2.25632 -1.12523
S 3.06208 0.81763 -0.35983
O 1.01457 -1.18235 0.42278
N 1.27605 0.86156 -0.43306
C -1.05220 -0.03167 -0.10261
C -1.61256 -1.41468 0.44948
C 0.50636 -0.13623 0.09650
H -1.06553 -2.30951 0.13429
H 1.36356 3.17266 -0.54117
H -1.35646 0.00062 -1.13305
H -1.83303 -1.36445 1.61529
H -1.45338 0.98548 0.26923
H -2.54908 -1.51584 0.10122
H 3.09980 -0.13955 0.60617
```

Values from the calculation:
E_LUMO, eV: 0.4
Orbital gap, eV: 9.127
SMILES string: CCC(=O)N(S)S
Total charge: 0
E_HOMO, eV: -8.72

=====

What is the stability order? It is <2>, <1>, from most stable to least stable.

=====

<1>
The following is a DFT calculation (wB97M-V/def2-TZVPD) of the molecule C3H7NOS2.

Structure (XYZ):
```
14
Properties=species:S:1:pos:R:3
S -1.73552 -2.04344 -0.54336
S -1.52133 0.46877 -2.15384
O -0.63218 -0.18799 1.59611
N 1.94435 0.73860 0.94237
C -1.29112 -0.49165 -0.75377
C -0.40576 0.24114 0.32429
C 1.08082 0.06959 -0.04729
H -2.18623 -0.46476 -2.83360
H 1.28708 -1.00495 -0.10998
H -0.55852 1.32224 0.33522
H 1.23869 0.43651 -1.08329
H 1.78782 1.72010 0.95695
H 1.75340 0.40630 1.87764
H -0.76149 -1.21047 1.49255
```

Values from the calculation:
E_LUMO, eV: -0.5
Orbital gap, eV: 8.615
SMILES string: NC[C@H](O)C(=S)S
Total charge: 0
E_HOMO, eV: -9.09

=====

<2>
The following is a DFT calculation (wB97M-V/def2-TZVPD) of a cluster of 2 separate species, C3H7NOS2 in total.

Structure (XYZ):
```
14
Properties=species:S:1:pos:R:3
S 0.45512 -1.57499 -0.64405
S 1.15003 -3.59693 0.84875
O -1.96242 0.47184 1.04660
N -0.03113 0.09893 2.27593
C -1.05529 0.20350 1.68425
C 0.99480 1.08298 -0.34341
C -0.02918 0.03208 -0.78140
H 1.51171 -2.66619 1.67981
H -0.80963 -2.28472 -0.63366
H -1.02919 0.21872 -1.19190
H 0.05431 -0.36321 3.16565
H 0.79415 2.01781 -0.91754
H 1.11938 1.15429 0.71403
H 1.96158 0.53421 -0.65706
```

Values from the calculation:
E_LUMO (spin up / spin down), eV: -0.2 / -1.3
Orbital gap (spin up / spin down), eV: 8.014 / 6.004
Total charge: 0
E_HOMO (spin up / spin down), eV: -8.20 / -7.35

=====

What is the stability order? It is <1>, <2>, from most stable to least stable.

=====

<1>
The following is a DFT calculation (wB97M-V/def2-TZVPD) of a cluster of 3 separate species, C2H9O2S in total.

Structure (XYZ):
```
14
Properties=species:S:1:pos:R:3
S -0.86238 -0.93502 -0.71795
O 2.30310 -0.01192 -1.88501
O -2.69092 1.62377 -1.08739
C 0.77622 -0.79410 1.64046
C -0.28308 -0.10315 0.77564
H 0.45015 -1.81297 1.87877
H 1.64123 -0.70203 -1.69972
H -1.75624 1.38532 -0.92731
H -2.96080 0.73016 -1.35167
H 1.72142 -0.88472 1.10506
H -1.11435 0.19247 1.42923
H 0.14972 0.87554 0.50889
H 0.87179 -0.25286 2.58525
H 1.75415 0.68952 -2.25426
```

Values from the calculation:
E_LUMO, eV: 4.1
Orbital gap, eV: 7.108
Total charge: -1
E_HOMO, eV: -3.04

=====

<2>
The following is a DFT calculation (wB97M-V/def2-TZVPD) of a cluster of 3 separate species, C2H9O2S in total.

Structure (XYZ):
```
14
Properties=species:S:1:pos:R:3
S 0.91553 -0.49363 0.11044
O -2.00012 -1.82111 0.27498
O 3.01957 -1.55129 -2.46988
C 0.03132 1.07717 0.12309
C -0.95820 1.63329 1.22260
H -0.51704 2.43744 1.79636
H -1.09194 -1.43634 0.14086
H 0.74562 1.90639 0.04694
H -0.47646 1.10942 -0.83858
H 2.17366 -1.30763 -2.07643
H 3.25334 -2.38889 -2.03882
H -1.80138 1.94804 0.59864
H -1.33212 0.83580 1.87189
H -1.96177 -1.94867 1.23792
```

Values from the calculation:
E_LUMO, eV: 4.0
Orbital gap, eV: 6.976
Total charge: -1
E_HOMO, eV: -2.98

=====

<3>
The following is a DFT calculation (wB97M-V/def2-TZVPD) of a cluster of 3 separate species, C2H9O2S in total.

Structure (XYZ):
```
14
Properties=species:S:1:pos:R:3
S 0.02913 -0.80924 0.21290
O -1.81077 -0.35984 2.75882
O 3.20548 -0.14791 -1.49766
C -1.31363 1.45572 -0.70338
C -0.25227 0.41210 -1.09821
H -1.25402 0.34346 3.10553
H -1.29223 1.65957 0.36770
H 2.68709 0.64564 -1.37673
H -2.32799 1.12593 -0.93779
H 0.65868 0.86477 -1.48715
H -0.68292 -0.25209 -1.85224
H -1.27467 -0.59354 1.94370
H 2.75350 -0.75403 -0.91863
H -1.16838 2.37337 -1.28353
```

Values from the calculation:
E_LUMO, eV: 4.1
Orbital gap, eV: 7.024
Total charge: -1
E_HOMO, eV: -2.95

=====

What is the stability order? It is <1>, <3>, <2>, from most stable to least stable.

=====

<1>
The following is a DFT calculation (wB97M-V/def2-TZVPD) of the ion C6H12NO with charge +1.

Structure (XYZ):
```
20
Properties=species:S:1:pos:R:3
O 1.42993 1.18457 -2.09804
N -0.61562 1.37737 -0.63607
C 0.24923 -0.37407 0.98775
C 1.54263 0.43555 -1.17349
C -0.28661 -1.11871 -0.12703
C 0.38392 -2.41767 -0.53175
C -1.04363 2.08533 0.53953
C 0.33496 0.27855 -0.34815
H -1.35782 -1.00859 -0.14321
H -0.44807 0.09134 1.69724
H -1.66053 2.97325 0.31326
H -1.33098 1.19549 -1.32160
H 1.37745 -2.11897 -0.18122
H 0.05087 -3.16089 0.05249
H 1.16886 -0.61662 1.52482
H 2.35941 -0.29828 -1.00426
H 0.18086 -2.56756 -1.60124
H -1.67459 1.48511 1.09154
H 0.18040 1.93563 -1.08275
H -0.25004 2.41585 1.19462
```

Values from the calculation:
E_LUMO, eV: -3.5
Orbital gap, eV: 11.460
SMILES string: C[NH2+][C@@]1(C=O)C[C@@H]1C
Total charge: +1
E_HOMO, eV: -15.00

=====

<2>
The following is a DFT calculation (wB97M-V/def2-TZVPD) of the ion C6H12NO with charge +1.

Structure (XYZ):
```
20
Properties=species:S:1:pos:R:3
O -2.41050 0.91033 -0.35224
N 0.29428 0.45483 0.18075
C 1.29998 0.07703 -0.82950
C -0.57820 -0.42326 1.00020
C -1.45537 -1.27294 0.09100
C -2.49084 -0.28776 -0.49471
C 2.62394 -0.03041 -0.10308
C -0.18948 1.62896 0.26053
H -1.99747 -1.90416 0.63772
H 2.84012 -0.87003 0.55887
H 2.61624 0.91765 0.45606
H 3.50783 -0.01679 -0.93493
H 0.13416 2.51318 -0.43094
H -1.01598 -1.84363 -0.60897
H 1.13765 -0.87315 -1.16856
H -3.40412 -0.84722 -1.08919
H 0.01613 -1.02416 1.79411
H -1.28396 0.15242 1.59950
H 1.15012 0.73163 -1.57782
H -0.79452 2.00750 1.01120
```

Values from the calculation:
E_LUMO, eV: -4.2
Orbital gap, eV: 9.950
SMILES string: C=[N+](CC)CCC=O
Total charge: +1
E_HOMO, eV: -14.20

=====

What is the stability order? It is <1>, <2>, from most stable to least stable.

=====

<1>
The following is a DFT calculation (wB97M-V/def2-TZVPD) of a cluster of 2 separate species, C6H12NO in total.

Structure (XYZ):
```
20
Properties=species:S:1:pos:R:3
O -1.20786 -1.79990 -2.89482
N 0.92486 -1.85993 -1.41501
C -1.16635 -0.86775 -2.14371
C 0.05266 -0.64910 -1.25672
C -0.14296 1.77092 1.14678
C 0.08491 0.59608 1.97747
C 1.19670 0.39529 2.68079
C -1.25789 2.02871 0.46951
H -1.97353 -0.12722 -2.04519
H -0.70331 -0.14401 2.09183
H 0.55344 -2.64561 -0.87782
H -0.25541 -0.58095 -0.22171
H 0.95646 -2.15274 -2.39713
H 0.63051 2.53329 1.19079
H 0.57608 0.24814 -1.57752
H -2.08103 1.32476 0.41925
H 2.00034 1.12141 2.67273
H 1.31374 -0.47796 3.31036
H -1.36922 2.96427 -0.06169
H 1.86786 -1.67770 -1.06820
```

Values from the calculation:
E_LUMO, eV: -3.8
Orbital gap, eV: 8.650
Total charge: +1
E_HOMO, eV: -12.46

=====

<2>
The following is a DFT calculation (wB97M-V/def2-TZVPD) of the ion C6H12NO with charge +1.

Structure (XYZ):
```
20
Properties=species:S:1:pos:R:3
O 1.70469 -0.08384 -0.91665
N 0.44486 1.19950 0.70394
C -1.70792 1.34031 -0.78655
C 0.70302 -2.30689 1.46699
C -0.63429 2.07879 -1.60173
C 0.50525 -0.12023 -0.42361
C -0.27772 1.09552 -0.53555
C -0.03903 -1.47686 0.28657
H -0.34010 1.79397 -2.57006
H -0.64209 3.10896 -1.32714
H -2.21547 0.58296 -1.47571
H 1.28669 1.82096 0.69328
H 1.40989 -3.04799 1.19473
H 1.21459 -1.65637 2.19472
H -0.00484 0.96115 1.50276
H -0.08435 -2.97751 1.90064
H 2.13082 -0.83611 -0.52689
H -2.31139 1.74474 0.01229
H -0.12285 -2.20543 -0.53467
H -1.01974 -1.01562 0.74265
```

Values from the calculation:
E_LUMO, eV: -2.9
Orbital gap, eV: 11.907
SMILES string: CC[C@]1(O)[NH2+]C12CC2
Total charge: +1
E_HOMO, eV: -14.84

=====

What is the stability order? It is <1>, <2>, from most stable to least stable.